{
  "formula": "C19H34N6O2SSc",
  "method": "ωB97M-V with the def2-TZVPD basis set",
  "e_homo_ev": -17.430,
  "fmax_ev_per_a": 0.5,
  "total_charge": 3,
  "de_lowest_kcal_mol": 13.8,
  "symbols": ["Sc", "C", "C", "C", "C", "C", "C", "C", "H", "H", "H", "H", "H", "H", "H", "H", "C", "C", "N", "C", "C", "S", "C", "C", "N", "H", "H", "H", "H", "H", "H", "H", "H", "H", "H", "H", "H", "H", "H", "N", "C", "N", "C", "C", "O", "C", "C", "H", "H", "H", "H", "H", "H", "H", "H", "N", "C", "N", "O", "H", "H", "H", "H"],
  "positions_angstrom": [[-0.336, -0.017, 0.853], [3.251, -1.276, 1.132], [2.365, -0.567, 2.117], [2.803, 0.612, 2.730], [2.095, 1.178, 3.778], [0.895, 0.614, 4.211], [0.421, -0.535, 3.597], [1.156, -1.126, 2.554], [4.105, -1.707, 1.659], [3.646, -0.595, 0.380], [2.733, -2.093, 0.630], [3.745, 1.050, 2.421], [2.485, 2.058, 4.275], [0.371, 1.037, 5.061], [-0.451, -1.041, 3.994], [0.904, -2.135, 2.244], [-2.845, 1.779, -0.115], [-3.332, 0.781, 0.908], [-2.301, 0.549, 1.958], [-2.243, 1.594, 3.016], [-1.434, 2.839, 2.663], [0.060, 2.555, 1.650], [-0.318, 3.447, 0.105], [-0.679, 2.530, -1.058], [-1.508, 1.372, -0.633], [-2.764, 2.770, 0.321], [-3.566, 1.857, -0.928], [-3.522, -0.178, 0.424], [-4.272, 1.116, 1.350], [-2.579, -0.303, 2.437], [-1.811, 1.120, 3.893], [-3.254, 1.902, 3.288], [-1.088, 3.307, 3.584], [-2.025, 3.588, 2.141], [0.570, 4.024, -0.147], [-1.099, 4.168, 0.336], [0.228, 2.128, -1.504], [-1.192, 3.112, -1.827], [-1.663, 0.811, -1.468], [0.910, -0.333, -0.897], [1.322, -0.515, -1.979], [1.865, -0.678, -3.130], [2.104, -2.036, -3.711], [1.157, -2.226, -4.880], [1.311, -1.183, -5.815], [0.992, 0.081, -5.280], [1.927, 0.426, -4.137], [1.975, -2.790, -2.937], [3.140, -2.043, -4.047], [0.119, -2.268, -4.523], [1.387, -3.158, -5.392], [-0.052, 0.095, -4.933], [1.101, 0.811, -6.078], [1.680, 1.371, -3.658], [2.960, 0.463, -4.481], [-0.320, -3.855, 0.290], [-1.381, -3.087, 0.519], [-2.584, -3.628, 0.638], [-1.244, -1.815, 0.628], [-0.382, -4.860, 0.234], [0.586, -3.433, 0.188], [-2.743, -4.621, 0.552], [-3.386, -3.043, 0.799]],
  "forces_ev_per_a": [[-0.4, 0.2, 0.0], [0.0, 0.0, 0.0], [0.1, 0.0, 0.0], [0.0, 0.0, 0.0], [0.0, 0.0, 0.0], [0.0, 0.1, 0.0], [0.0, 0.0, 0.0], [0.2, -0.1, 0.2], [0.0, 0.0, 0.0], [0.0, 0.0, 0.0], [0.0, 0.0, 0.0], [0.0, 0.0, 0.0], [0.0, 0.0, 0.0], [0.0, 0.0, 0.0], [0.0, 0.0, 0.0], [-0.1, 0.0, -0.1], [0.0, 0.0, -0.1], [0.1, 0.0, 0.1], [0.0, 0.0, -0.1], [0.0, 0.0, -0.1], [0.0, 0.0, 0.0], [0.2, -0.2, -0.1], [0.0, 0.0, 0.0], [-0.1, 0.0, 0.0], [0.1, -0.1, 0.1], [0.0, 0.0, 0.0], [0.0, 0.0, 0.0], [0.0, 0.0, 0.0], [0.0, 0.0, 0.0], [0.0, 0.0, 0.0], [0.0, 0.0, 0.0], [0.0, 0.0, 0.0], [0.0, 0.0, 0.0], [0.0, 0.0, 0.0], [0.0, 0.0, 0.0], [0.0, 0.0, 0.0], [0.0, 0.0, 0.0], [0.0, 0.0, 0.0], [0.0, -0.1, 0.0], [-0.2, 0.0, -0.1], [0.5, 0.1, -0.2], [-0.3, -0.1, 0.1], [0.1, 0.2, 0.1], [-0.1, 0.1, -0.1], [0.0, 0.0, 0.0], [-0.1, -0.1, 0.0], [0.1, -0.1, 0.1], [0.0, 0.0, 0.0], [0.0, 0.0, 0.0], [0.0, 0.0, 0.0], [0.0, 0.0, 0.0], [0.0, 0.0, 0.0], [0.0, 0.0, 0.0], [0.0, 0.0, 0.0], [0.0, 0.0, 0.0], [0.0, -0.1, 0.0], [0.0, 0.2, 0.0], [0.0, -0.1, 0.0], [0.1, 0.0, 0.0], [0.0, 0.0, 0.0], [0.0, 0.0, 0.0], [0.0, 0.0, 0.0], [0.0, 0.0, 0.0]],
  "nbo_charge": [1.803, -0.637, 0.017, -0.176, -0.137, -0.203, -0.232, -0.376, 0.275, 0.241, 0.200, 0.253, 0.260, 0.252, 0.245, 0.243, -0.249, -0.234, -0.701, -0.242, -0.528, 0.243, -0.537, -0.236, -0.693, 0.216, 0.249, 0.218, 0.244, 0.411, 0.229, 0.240, 0.276, 0.246, 0.279, 0.252, 0.217, 0.241, 0.408, -0.709, 0.701, -0.427, -0.228, -0.088, -0.481, -0.087, -0.229, 0.219, 0.247, 0.168, 0.244, 0.165, 0.244, 0.219, 0.248, -0.764, 0.822, -0.749, -0.823, 0.439, 0.421, 0.438, 0.432]
}

{
  "formula": "C5H10S",
  "method": "ωB97M-V with the def2-TZVPD basis set",
  "e_homo_ev": -8.398,
  "fmax_ev_per_a": 10.2,
  "de_lowest_kcal_mol": 190.6,
  "symbols": ["C", "C", "C", "C", "C", "H", "H", "H", "H", "H", "H", "H", "H", "H", "H", "S"],
  "positions_angstrom": [[-0.753, 1.645, -0.092], [-0.639, -0.040, -0.050], [-2.100, -0.729, 0.019], [0.237, -0.408, 1.216], [0.174, -0.542, -1.029], [0.256, 2.038, 0.887], [-0.441, 2.181, -1.328], [-1.996, 1.906, 0.381], [-2.885, 0.136, -0.572], [-2.049, -1.777, -0.233], [-2.316, -0.423, 1.187], [0.587, 0.180, 2.196], [0.123, -1.661, 1.273], [0.344, -1.700, -1.046], [0.179, -0.438, -2.461], [1.667, 0.000, -0.041]],
  "forces_ev_per_a": [[0.3, 0.6, 1.3], [-6.1, 3.6, 3.9], [-0.6, 6.3, 2.0], [2.4, -1.9, -1.0], [5.9, -4.1, -7.2], [-3.6, -0.7, -3.5], [-1.2, -1.8, 4.3], [4.1, -0.4, -1.7], [2.1, -3.4, 1.3], [-0.6, -0.1, -0.1], [-0.1, -1.6, -2.8], [-1.9, -1.3, -2.1], [0.6, 3.5, 0.5], [-0.9, 1.9, 0.4], [-0.4, 0.6, 4.6], [0.0, -1.1, 0.1]],
  "nbo_charge": [-0.650, -0.193, -0.627, -0.495, -0.488, 0.236, 0.256, 0.227, 0.225, 0.223, 0.218, 0.269, 0.221, 0.224, 0.237, 0.117]
}

- Which formula does entry 2 have?
  C5H10S